C39H50MoNO4P2S | the ωB97M-V functional and the def2-TZVPD basis

Positions of all 98 atoms, in Å:
Mo 0.612558 -0.950714 0.147669
C 1.784777 -2.145607 -4.697536
C 0.783267 -2.157665 -3.525572
C -0.517099 -2.819963 -3.897598
P 0.587965 -0.575774 -2.506570
C -0.078167 0.868058 -3.505145
C -1.303766 1.577959 -2.830550
C -0.422911 0.729191 -5.001945
C 2.352336 -0.044806 -2.381003
C 3.111304 0.421422 -3.447659
C 4.495103 0.749519 -3.335125
C 5.099438 0.590862 -2.112539
C 4.309194 0.372173 -0.995652
C 2.920005 0.194984 -1.102559
N 2.079626 0.351102 0.014952
C 2.276644 1.281623 1.040749
C 2.641563 2.654688 0.831960
C 2.593629 3.534737 1.903626
C 2.669373 3.056562 3.193269
C 2.659732 1.695770 3.403313
C 2.221943 0.829220 2.392198
P 1.081742 -0.620836 2.577318
C 1.499126 -1.875486 3.937409
C 1.018616 -3.350336 3.621825
C 2.956089 -1.751066 4.391267
C -0.424407 0.251057 3.451558
C -1.491691 -0.737380 3.922134
C -0.086409 1.271858 4.616759
H 1.588314 -3.030559 -5.368635
H 2.864992 -2.150215 -4.382069
H 1.720232 -1.248217 -5.363280
H 1.301271 -2.778786 -2.739356
H -1.092484 -2.222525 -4.644612
H -1.197209 -3.015222 -3.042911
H -0.281417 -3.791081 -4.310359
H 0.748387 1.641371 -3.536153
H -2.082353 1.824816 -3.563820
H -1.054663 2.540834 -2.366435
H -1.791934 0.896655 -2.075794
H -1.305417 0.082694 -5.162734
H 0.362737 0.381878 -5.692827
H -0.701454 1.708965 -5.426691
H 2.642949 0.489609 -4.414866
H 5.080660 1.050559 -4.218260
H 6.183715 0.681829 -1.962984
H 4.784280 0.452050 0.009674
H 2.759172 2.992584 -0.214522
H 2.498781 4.592186 1.632615
H 2.849990 3.682604 4.091212
H 3.011637 1.307615 4.360548
H 0.865495 -1.488510 4.723323
H 1.677532 -3.691935 2.807288
H -0.017394 -3.515312 3.320163
H 1.140275 -4.001610 4.513941
H 3.613511 -1.587982 3.553603
H 3.369326 -2.694394 4.846548
H 3.100132 -0.958673 5.119000
H -0.891963 0.928905 2.706456
H -1.541062 -0.764616 5.034521
H -1.287690 -1.790771 3.718310
H -2.499926 -0.478277 3.506452
H 0.712278 0.917420 5.257910
H -0.979403 1.489711 5.194678
H 0.253293 2.239426 4.209669
C -5.333824 2.716987 0.085946
C -4.227210 3.357447 -0.377194
C -2.940708 2.912575 -0.126452
C -2.738163 1.625023 0.408969
C -3.861169 1.088088 1.120485
C -5.097896 1.634319 0.933213
C -1.536208 0.847461 0.288185
C -1.328897 -0.456300 0.278656
C -2.290121 -1.541180 0.077742
C -3.149143 -1.528287 -1.025956
C -4.069071 -2.604641 -1.279268
C -4.115796 -3.640309 -0.378431
C -3.297240 -3.659905 0.717211
C -2.360644 -2.677321 0.936790
H -6.380058 2.977597 -0.147589
H -4.307794 4.240825 -1.027367
H -2.152054 3.529117 -0.425499
H -3.692868 0.203519 1.712442
H -5.923751 1.192833 1.483866
H -0.480470 2.477004 0.274424
H -3.166886 -0.652953 -1.643854
H -4.685529 -2.609841 -2.174341
H -4.863456 -4.424778 -0.534274
H -3.409563 -4.527358 1.427291
H -1.641077 -2.766329 1.771916
O 0.997549 3.429549 -1.548276
S 0.264985 4.347127 -0.673430
O -0.891162 5.092998 -1.187981
O -0.353000 3.367353 0.509130
O 1.084246 5.236015 0.114292
C 0.982182 -3.025995 0.077924
H 0.650358 -3.392388 -0.905780
H 0.400917 -3.514991 0.869696
H 2.079374 -3.347482 0.141313

Cartesian forces (eV/Å) of the 3 atoms listed first:
Mo -1.976 0.555 -0.442
C 0.613 0.292 -1.134
C 1.392 0.132 0.959

Results
⟨S²⟩ ... 2.04
Multiplicity ... 3
Maximum force ... 3.9 eV/Å
Calculated total energy ... -3020.7780 Eh
HOMO-LUMO gap (spin up / spin down) ... 6.07 / 5.71 eV
Charge ... -1
Highest occupied orbital energy (spin up / spin down) ... -3.7830 / -3.6717 eV

***

C39H51BCeN8O2S | the ωB97M-V functional and the def2-TZVPD basis

Positions of all 103 atoms, in Å:
Ce 0.077991 0.004556 -0.637337
C 0.355996 4.790277 1.393037
C 0.473206 4.000513 0.135476
C 0.088276 4.317978 -1.130317
C 0.366646 3.173561 -1.888222
N 0.863197 2.241127 -1.059770
N 1.005158 2.714328 0.174970
B 1.877148 2.047112 1.287528
N 1.030784 1.180300 2.269699
N 0.259493 0.125562 1.872810
C -0.061136 -0.537145 2.963312
C 0.382336 0.167545 4.111480
C 1.146532 1.181756 3.604615
C 1.916073 2.261925 4.305816
C -0.758410 -1.919052 3.005537
C -1.351277 -2.117070 4.431457
C 0.341725 -2.926572 2.736793
C -1.859291 -1.935059 1.932384
N 2.881789 1.169217 0.566151
N 2.561024 -0.010789 -0.031736
C 3.612965 -0.458164 -0.699744
C 4.666987 0.420586 -0.540676
C 4.170391 1.475204 0.275164
C 4.988167 2.681366 0.634475
C 3.530922 -1.786737 -1.423392
C 2.332729 -1.853511 -2.347684
C 3.453780 -2.889138 -0.315299
C 4.827725 -1.990200 -2.268084
C 0.238034 2.880152 -3.335257
C 0.242646 1.358189 -3.622536
C 1.451037 3.433766 -4.026213
C -1.125156 3.454181 -3.817026
H -0.284599 5.641736 1.257990
H 1.332982 5.137486 1.800095
H -0.082612 4.222340 2.189510
H -0.258077 5.288659 -1.428158
H 2.464842 2.881569 1.873385
H 0.263852 -0.146262 5.123066
H 2.014079 2.034091 5.403504
H 1.482630 3.244815 4.231438
H 2.947473 2.311673 3.879131
H -0.564053 -2.056637 5.198398
H -1.845122 -3.093047 4.519417
H -2.154553 -1.356412 4.590420
H 1.225280 -2.663327 3.280858
H 0.614364 -2.929159 1.698272
H 0.106555 -3.901013 3.126289
H -2.709493 -1.379836 2.320967
H -2.144405 -2.989422 1.764588
H -1.527839 -1.481427 0.999323
H 5.641975 0.329776 -0.976344
H 5.837021 2.631064 -0.060506
H 5.355817 2.548477 1.658791
H 4.449753 3.617048 0.624713
H 1.356799 -1.810697 -1.792131
H 2.318460 -2.821157 -2.893902
H 2.302367 -1.003477 -3.083902
H 2.617772 -2.747177 0.402809
H 4.370932 -2.898809 0.306935
H 3.307502 -3.877505 -0.671594
H 4.799599 -1.267192 -3.109094
H 4.890457 -3.009663 -2.639846
H 5.748004 -1.841640 -1.714056
H 1.170701 0.896836 -3.221933
H 0.189971 1.140863 -4.673033
H -0.644137 0.773912 -3.168559
H 2.325207 2.896037 -3.649551
H 1.524341 4.530397 -3.818187
H 1.408011 3.359561 -5.116601
H -1.971532 3.099086 -3.297560
H -1.314017 3.206715 -4.871770
H -1.049460 4.579818 -3.813750
O -3.940240 1.578469 -1.533370
S -2.950941 1.023601 -0.631445
O -1.745775 1.778985 -0.363992
N -2.292591 -0.334498 -1.099656
C -2.980088 -1.426496 -1.620222
C -4.131995 -1.434646 -2.329080
C -4.710889 -2.592299 -2.883118
C -4.053201 -3.781943 -2.667498
C -2.788993 -3.836741 -2.086922
C -1.951612 -4.970936 -1.993820
C -0.681694 -4.935444 -1.506392
C -0.149541 -3.665555 -1.175147
N -0.884612 -2.567453 -1.177864
C -2.245485 -2.627566 -1.593356
C -3.672663 0.694258 0.923580
C -4.840513 -0.082599 0.966631
C -5.426397 -0.412599 2.135888
C -4.803899 -0.045545 3.350864
C -3.651756 0.721153 3.325818
C -3.064289 1.039593 2.104834
H -4.664125 -0.507281 -2.442804
H -5.634277 -2.505540 -3.458036
H -4.484754 -4.673576 -3.080325
H -2.322181 -5.917281 -2.445897
H -0.031750 -5.776499 -1.519739
H 0.841012 -3.634484 -0.785946
H -5.366929 -0.345119 0.012023
H -6.407684 -0.832955 2.130549
H -5.219346 -0.347508 4.292625
H -3.141396 0.996549 4.230485
H -2.105681 1.668117 2.114534

Cartesian forces (eV/Å) of the 3 atoms listed first:
Ce -0.621 -0.232 0.501
C 1.022 0.380 0.204
C 0.826 -0.932 1.983

Results
⟨S²⟩ ... 0.75
Multiplicity ... 2
Maximum force ... 3.0 eV/Å
Calculated total energy ... -3003.4343 Eh
HOMO-LUMO gap (spin up / spin down) ... 7.94 / 7.94 eV
Charge ... +1
Highest occupied orbital energy (spin up / spin down) ... -10.6380 / -10.6422 eV

***

Which of these has the highest calculated total energy? C39H51BCeN8O2S

***

Which value of multiplicity does entry 1 give? 3

***

What is the formula in the second record? C39H51BCeN8O2S

***

Look up the ⟨S²⟩ of the first one. 2.04